C31H58BrCl3GeMoN3O6S2Se2Si | ωB97M-V/def2-TZVPD

Maximum force, eV/Å: 0.75
HOMO-LUMO gap (spin up / spin down), eV: 7.45 / 7.46
Total energy, a.u.: -13820.43149
Multiplicity: 4
Relative energy (zero: lowest compared OMol25 entry of this formula, charge and spin), kJ/mol: 0.00
LUMO energy (spin up / spin down), Eh: -0.015 / -0.043
Net charge: 0
⟨S²⟩: 3.775

Geometry (Å):
Mo -0.72 -0.42 0.02
C -4.98 -7.17 -1.51
C -3.89 -6.15 -1.38
C -2.75 -6.21 -2.18
C -1.74 -5.27 -2.06
C -1.87 -4.25 -1.12
C -3.00 -4.17 -0.32
C -3.99 -5.11 -0.45
S -0.58 -3.06 -1.00
O 0.59 -3.64 -1.59
O -0.52 -2.65 0.43
N -1.04 -1.69 -1.68
C -0.22 -1.22 -2.81
C 1.07 -0.56 -2.30
O 2.05 -0.42 -2.98
O 0.98 -0.14 -1.04
H -4.75 -7.90 -2.28
H -5.93 -6.69 -1.77
H -5.13 -7.70 -0.57
H -2.65 -7.01 -2.90
H -0.84 -5.33 -2.67
H -3.09 -3.35 0.39
H -4.87 -5.05 0.18
H -0.80 -0.47 -3.35
H 0.04 -2.01 -3.50
O -2.21 2.96 4.98
C -1.11 3.77 4.58
C -0.07 2.93 3.83
C 1.05 3.86 3.35
O 1.70 4.53 4.42
C -0.75 2.28 2.62
Se 0.55 1.17 1.68
C 0.49 1.85 4.76
Se 1.35 0.38 3.77
H -2.86 3.52 5.41
H -0.64 4.22 5.46
H -1.45 4.57 3.91
H 0.65 4.57 2.62
H 1.82 3.27 2.85
H 1.25 5.36 4.61
H -1.09 3.02 1.90
H -1.60 1.67 2.93
H -0.31 1.43 5.37
H 1.25 2.29 5.41
C 5.40 -1.57 3.33
C 4.76 -2.94 3.61
C 3.82 -2.74 4.81
C 5.86 -3.92 4.02
Si 3.78 -3.60 2.09
Br 2.63 -1.82 1.31
C 2.45 -4.89 2.57
C 1.25 -4.24 3.27
C 1.88 -5.58 1.31
C 3.03 -5.98 3.48
C 4.89 -4.13 0.62
C 6.07 -3.17 0.45
C 5.45 -5.55 0.84
C 4.12 -4.11 -0.72
H 5.90 -1.23 4.24
H 4.65 -0.82 3.05
H 6.15 -1.61 2.54
H 4.39 -2.29 5.63
H 3.39 -3.67 5.18
H 3.00 -2.06 4.57
H 6.36 -3.54 4.92
H 6.63 -4.03 3.26
H 5.48 -4.92 4.25
H 0.72 -3.57 2.59
H 1.51 -3.69 4.17
H 0.55 -5.04 3.57
H 1.48 -4.85 0.60
H 1.05 -6.23 1.62
H 2.61 -6.20 0.80
H 3.33 -5.59 4.46
H 3.90 -6.47 3.04
H 2.27 -6.75 3.65
H 6.78 -3.22 1.28
H 5.74 -2.13 0.33
H 6.61 -3.44 -0.46
H 6.01 -5.64 1.77
H 6.13 -5.78 0.02
H 4.67 -6.31 0.84
H 3.78 -3.11 -0.98
H 3.25 -4.76 -0.73
H 4.80 -4.45 -1.50
Cl -0.35 2.67 -2.66
Ge -1.66 1.67 -1.24
Cl -2.53 3.42 -0.18
Cl -3.38 1.08 -2.48
C -1.55 -2.14 3.21
N -2.42 -1.04 3.59
C -2.19 -0.53 4.94
C -3.18 -0.40 2.69
S -3.07 -0.67 1.00
N -4.15 0.43 3.15
C -4.95 0.11 4.32
C -4.74 1.45 2.28
H -1.39 -2.76 4.09
H -0.59 -1.78 2.86
H -2.01 -2.74 2.42
H -1.12 -0.63 5.14
H -2.74 -1.11 5.69
H -2.46 0.52 5.01
H -4.76 -0.91 4.64
H -6.01 0.18 4.04
H -4.77 0.79 5.15
H -3.99 1.85 1.61
H -5.12 2.24 2.92
H -5.56 1.04 1.69